(A)
Molecular formula: C3H9N3O
Method: DFT, ωB97M-V with the def2-TZVPD basis set

```
16
C3H9N3O ωB97M-V with the def2-TZVPD basis set
O 1.849 0.065 -0.425
C 0.572 0.027 -0.655
N -0.390 -0.430 0.209
C 0.027 -1.242 1.432
N -0.105 -0.598 2.661
C -0.104 0.745 -1.854
N -1.446 1.342 -1.604
H -1.348 -0.110 -0.073
H -0.481 -2.208 1.525
H 1.032 -1.493 1.352
H 0.695 -0.646 3.324
H -0.999 -0.324 3.171
H -0.272 0.169 -2.798
H 0.714 1.473 -1.962
H -1.355 2.348 -1.277
H -2.157 0.893 -2.257
```

Properties
SMILES: NCNC(=O)CN
LUMO energy in eV: 0.835
Orbital gap in Eh: 0.3568

***

(B)
Molecular formula: C3H9N3O
Method: DFT, ωB97M-V with the def2-TZVPD basis set

```
16
C3H9N3O ωB97M-V with the def2-TZVPD basis set
C 1.180 0.398 -0.372
C 1.211 1.767 0.185
N -0.977 -0.338 0.679
C 0.289 -0.726 0.039
N -2.156 -0.514 -0.107
N 0.179 -1.878 -0.829
O 1.419 -0.675 0.836
H -0.878 0.375 1.400
H 1.683 0.302 -1.328
H -2.370 0.321 -0.651
H -2.960 -0.734 0.482
H 0.471 -2.682 -0.281
H -0.819 -1.997 -1.010
H 2.234 2.156 0.123
H 0.576 2.434 -0.405
H 0.919 1.791 1.237
```

Properties
SMILES: C[C@H]1O[C@@]1(N)NN
LUMO energy in eV: 0.943
Orbital gap in Eh: 0.3532

***

Stability, highest: (A)

***

(A)
Molecular formula: C7H17NO2
Method: DFT, ωB97M-V with the def2-TZVPD basis set

```
27
C7H17NO2 ωB97M-V with the def2-TZVPD basis set
C 1.293 1.137 0.727
C 1.345 -0.146 -0.127
C 0.299 2.153 0.162
C 0.892 0.774 2.156
N 1.782 0.001 -1.503
H 2.294 1.589 0.740
H 1.289 0.767 -1.948
H 2.771 0.222 -1.539
H 0.315 -0.570 -0.075
H 2.014 -0.871 0.348
H -0.699 1.716 0.126
H -0.135 0.416 2.173
H 1.533 -0.012 2.551
H 0.575 2.468 -0.844
H 0.263 3.040 0.794
H 0.965 1.642 2.812
C -2.037 -1.681 1.161
C -1.206 -0.650 -2.286
C -1.128 -1.512 -1.061
O -1.784 -0.890 0.009
O -0.631 -2.597 -0.973
H -1.624 -1.174 2.032
H -3.116 -1.784 1.281
H -1.569 -2.662 1.044
H -0.280 -0.749 -2.840
H -2.028 -1.013 -2.900
H -1.395 0.385 -2.021
```

Properties
SMILES: COC(C)=O.CC(C)CN
LUMO energy in eV: 0.974
Orbital gap in Eh: 0.3726

***

(B)
Molecular formula: C7H17NO2
Method: DFT, ωB97M-V with the def2-TZVPD basis set

```
27
C7H17NO2 ωB97M-V with the def2-TZVPD basis set
C -1.797 0.852 -0.125
C 0.218 -0.659 -0.853
C -1.820 2.035 -1.078
C -3.122 0.114 -0.081
C -1.297 1.244 1.250
C 0.386 -1.598 0.289
O 1.241 0.245 -0.842
H 1.236 0.742 -1.671
H -1.024 0.062 -0.708
H -2.543 2.784 -0.743
H -0.841 2.515 -1.124
H -2.101 1.725 -2.085
H -3.911 0.764 0.305
H -3.060 -0.759 0.568
H -3.418 -0.218 -1.076
H -0.282 1.639 1.193
H -1.290 0.388 1.925
H -1.940 2.011 1.688
H 1.144 -2.325 -0.024
H 0.742 -1.117 1.208
H -0.538 -2.138 0.485
N 3.852 -0.712 0.258
C 4.148 -2.025 0.230
O 3.396 -2.901 -0.130
H 2.940 -0.393 -0.052
H 4.513 -0.037 0.598
H 5.171 -2.239 0.595
```

Properties
LUMO energy in eV: 0.576
Orbital gap in Eh: 0.3050

***

Stability, highest: (A)